# 1
Here is C10H14Br2F4IO3S as an isolated structure at a distorted geometry from OMol25. Energies are from ωB97M-V/def2-TZVPD.

The energy comes out at -186629.9534 eV. As for the LUMO energy: 1.458 eV. The total charge is -1. The HOMO energy is -2.27 eV. As for the HOMO-LUMO gap: 3.727 eV. The value obtained for the energy relative to the best compared isomer or geometry (same formula, charge and spin) is 15.9 kcal/mol.

Last column: Mulliken charge in e.
CARTESIAN COORDINATES (ANGSTROEM)
O1 -1.32 -0.12 -3.35  -0.560
S1 -0.28 -0.91 -2.67  1.279
O2 -0.01 -2.13 -3.39  -0.675
O3 1.16 -0.09 -2.42  -0.505
C1 0.84 1.18 -1.84  -1.079
C2 -0.05 1.10 -0.54  0.876
C3 0.49 2.16 0.48  -1.175
C4 0.85 1.64 1.90  -0.968
C5 2.31 1.11 2.02  0.321
F1 2.73 0.42 0.93  -0.266
Br1 3.44 2.76 2.07  -0.057
C6 2.56 0.35 3.38  0.573
F2 2.17 -0.93 3.30  -0.196
F3 1.96 1.00 4.39  -0.206
Br2 4.49 0.28 3.82  -0.132
C7 -0.24 -0.33 0.04  -1.054
C8 -0.82 -1.38 -1.00  -0.074
C9 -2.35 -1.55 -0.92  -0.720
C10 -2.77 -2.74 0.00  -0.309
F4 -4.13 -2.97 -0.24  -0.321
H1 1.79 1.72 -1.69  0.462
H2 0.27 1.75 -2.60  0.403
H3 -1.05 1.45 -0.85  0.577
H4 -0.28 2.94 0.61  0.390
H5 1.38 2.72 0.11  0.360
H6 0.11 0.94 2.34  0.395
H7 0.83 2.53 2.57  0.544
H8 0.65 -0.74 0.55  0.199
H9 -1.02 -0.25 0.83  0.282
H10 -0.37 -2.37 -0.77  0.375
H11 -2.70 -1.85 -1.94  0.229
H12 -2.91 -0.63 -0.69  0.345
H13 -2.58 -2.55 1.07  0.259
H14 -2.25 -3.65 -0.37  0.275
I1 -2.89 -0.85 -5.12  -0.848



# 2
Here is C33H31MgN5O4Te as an isolated structure from OMol25. Energies are from ωB97M-V/def2-TZVPD.

The energy comes out at -63108.5807 eV. As for the LUMO energy: 4.266 eV. The total charge is -2. The HOMO energy is -1.22 eV. As for the HOMO-LUMO gap: 5.487 eV.

Last column: Mulliken charge in e.
CARTESIAN COORDINATES (ANGSTROEM)
Mg1 -1.48 -0.31 -0.96  1.407
O1 0.37 2.45 -3.32  -0.810
C1 0.03 1.50 -2.62  0.133
O2 -0.83 1.48 -1.68  -0.632
C2 0.66 0.12 -2.87  0.311
C3 1.75 -0.19 -3.67  -0.535
C4 2.15 -1.52 -3.72  -0.283
C5 1.48 -2.50 -2.99  -0.539
C6 0.41 -2.10 -2.22  0.203
N1 0.04 -0.83 -2.20  0.744
C7 -0.47 -2.96 -1.29  0.006
O3 -0.31 -4.17 -1.30  -0.781
O4 -1.28 -2.26 -0.58  -0.722
H1 2.26 0.60 -4.21  0.519
H2 3.01 -1.79 -4.31  0.405
H3 1.79 -3.53 -2.99  0.517
C8 -2.96 -0.29 -5.90  -0.513
C9 -2.69 0.90 -5.23  -0.565
C10 -2.90 1.00 -3.87  -0.338
C11 -3.38 -0.10 -3.15  0.110
C12 -3.66 -1.29 -3.81  -0.036
C13 -3.45 -1.37 -5.18  -0.625
N2 -3.48 -0.01 -1.73  -0.055
N3 -4.50 -0.89 -1.22  -1.175
C14 -4.58 -1.00 0.10  0.284
C15 -5.64 -1.87 0.55  -0.570
C16 -5.92 -2.11 1.87  -0.489
C17 -5.18 -1.49 2.90  -1.004
C18 -4.15 -0.66 2.51  0.047
C19 -3.83 -0.43 1.18  0.129
H4 -2.79 -0.37 -6.96  0.358
H5 -2.29 1.75 -5.77  0.358
H6 -2.65 1.92 -3.34  0.272
H7 -4.03 -2.12 -3.23  0.477
H8 -3.66 -2.31 -5.69  0.354
H9 -6.22 -2.35 -0.23  0.374
H10 -6.73 -2.78 2.12  0.328
H11 -5.40 -1.67 3.94  0.353
H12 -3.55 -0.16 3.26  0.380
C20 -1.60 3.80 0.39  -1.512
C21 -1.81 2.40 0.84  0.497
C22 -0.87 1.55 1.48  -0.401
C23 -1.48 0.33 1.58  0.410
N4 -2.71 0.45 0.95  1.149
N5 -2.92 1.75 0.55  -1.001
C24 -0.99 -0.95 2.18  -1.219
H13 -0.79 4.27 0.95  0.375
H14 -2.51 4.39 0.52  0.364
H15 -1.32 3.79 -0.66  0.190
H16 0.15 1.78 1.75  0.405
H17 -3.67 0.96 -1.46  0.499
H18 -1.09 -0.92 3.27  0.410
H19 0.06 -1.09 1.93  0.064
H20 -1.56 -1.80 1.80  0.278
C25 7.08 1.23 5.04  -1.405
C26 6.07 0.92 3.97  0.700
C27 6.31 1.23 2.64  -1.101
C28 5.39 0.94 1.63  1.168
C29 5.74 1.30 0.21  -1.706
C30 4.17 0.32 1.94  -0.485
Te1 2.76 -0.15 0.43  -0.031
C31 3.92 0.01 3.30  1.250
C32 2.63 -0.63 3.72  -1.308
C33 4.86 0.31 4.27  -1.025
H21 7.94 1.75 4.63  0.332
H22 7.44 0.32 5.53  0.293
H23 6.65 1.87 5.82  0.308
H24 7.25 1.71 2.37  0.145
H25 6.72 1.77 0.16  0.338
H26 4.99 1.97 -0.21  0.318
H27 5.73 0.41 -0.43  0.316
H28 2.45 -1.56 3.17  0.326
H29 1.78 0.02 3.48  0.094
H30 2.62 -0.84 4.79  0.319
H31 4.64 0.07 5.31  0.248



# 3
Here is C52H56BF15GeIMgN8OS2Si as an isolated structure from OMol25. Energies are from ωB97M-V/def2-TZVPD.

The energy comes out at -209860.1544 eV. As for the LUMO energy: 1.604 eV. The total charge is -1. The HOMO energy is -4.93 eV. As for the HOMO-LUMO gap: 6.534 eV. The value obtained for the energy relative to the best compared isomer or geometry (same formula, charge and spin) is 4.4 kcal/mol.

Last column: Mulliken charge in e.
CARTESIAN COORDINATES (ANGSTROEM)
Mg1 0.10 1.36 0.23  2.527
C1 -4.87 3.18 1.13  -1.484
C2 -3.91 2.38 0.31  0.270
C3 -4.18 1.63 -0.81  -0.889
C4 -2.95 1.05 -1.20  -1.748
N1 -1.99 1.44 -0.36  0.393
N2 -2.59 2.27 0.56  0.348
B1 -1.85 2.97 1.72  -2.176
N3 -1.27 1.93 2.71  0.449
N4 -0.55 0.83 2.31  0.514
C5 -0.35 0.09 3.40  -1.074
C6 -0.95 0.73 4.51  -1.088
C7 -1.53 1.88 4.03  0.404
C8 -2.28 2.91 4.80  -1.460
C9 0.34 -1.26 3.49  3.687
C10 -0.74 -2.35 3.39  -1.768
C11 1.42 -1.45 2.42  -1.008
C12 1.03 -1.38 4.86  -2.354
N5 -0.76 3.94 1.18  0.581
N6 0.25 3.57 0.31  0.553
C13 0.95 4.67 0.04  -0.981
C14 0.38 5.76 0.73  -1.062
C15 -0.69 5.27 1.43  0.554
C16 -1.63 6.02 2.32  -1.265
C17 2.21 4.77 -0.79  3.020
C18 3.42 4.48 0.12  -1.780
C19 2.25 3.80 -1.97  -1.299
C20 2.35 6.19 -1.34  -2.137
C21 -2.84 0.12 -2.41  4.239
C22 -3.60 0.77 -3.58  -1.948
C23 -1.40 -0.16 -2.84  -0.435
C24 -3.55 -1.20 -2.05  -2.243
H1 -5.87 3.08 0.69  0.465
H2 -4.91 2.82 2.16  0.205
H3 -4.61 4.24 1.16  0.175
H4 -5.14 1.50 -1.28  0.592
H5 -2.64 3.64 2.31  -0.190
H6 -0.96 0.39 5.53  0.455
H7 -2.31 2.63 5.85  0.450
H8 -1.81 3.89 4.72  0.127
H9 -3.31 3.01 4.45  0.150
H10 -1.24 -2.29 2.42  0.066
H11 -0.28 -3.34 3.47  0.459
H12 -1.48 -2.23 4.19  0.485
H13 1.03 -1.30 1.41  -0.738
H14 2.26 -0.77 2.59  0.190
H15 1.79 -2.48 2.46  0.790
H16 0.31 -1.44 5.68  0.369
H17 1.64 -2.29 4.88  0.460
H18 1.69 -0.53 5.05  0.440
H19 0.70 6.79 0.72  0.480
H20 -1.35 7.07 2.32  0.449
H21 -2.66 5.94 2.00  0.166
H22 -1.58 5.66 3.35  0.088
H23 3.43 3.44 0.43  0.470
H24 4.35 4.69 -0.42  0.507
H25 3.38 5.11 1.02  0.327
H26 1.97 2.78 -1.69  0.072
H27 1.57 4.12 -2.76  0.024
H28 3.26 3.77 -2.38  0.504
H29 2.52 6.92 -0.55  0.338
H30 3.20 6.23 -2.03  0.457
H31 1.45 6.48 -1.89  0.403
H32 -3.34 1.83 -3.70  0.100
H33 -3.34 0.25 -4.51  0.455
H34 -4.68 0.71 -3.45  0.370
H35 -0.90 0.74 -3.18  0.002
H36 -0.82 -0.59 -2.03  -0.768
H37 -1.42 -0.89 -3.66  0.428
H38 -4.56 -1.01 -1.69  0.300
H39 -3.61 -1.83 -2.94  0.376
H40 -2.99 -1.74 -1.28  0.567
C25 4.72 -1.85 -1.49  -0.755
Si1 5.29 -0.22 -0.78  0.336
C26 6.96 -0.51 0.03  -1.319
C27 5.53 1.02 -2.17  -1.020
C28 4.18 0.58 0.50  0.342
C29 4.72 1.09 1.68  -0.172
C30 3.94 1.77 2.62  -1.499
C31 2.61 1.93 2.33  -0.335
N7 2.05 1.47 1.21  0.442
C32 2.79 0.80 0.30  0.072
S1 1.89 0.26 -1.08  -0.573
H41 5.39 -2.13 -2.31  0.441
H42 3.70 -1.78 -1.88  0.326
H43 4.75 -2.64 -0.74  0.036
H44 7.61 -1.06 -0.66  0.327
H45 6.86 -1.11 0.94  0.346
H46 7.46 0.43 0.28  0.328
H47 6.24 0.65 -2.91  0.439
H48 5.90 1.97 -1.78  0.285
H49 4.57 1.21 -2.67  0.193
H50 5.78 0.95 1.88  0.361
H51 4.36 2.15 3.54  0.447
H52 1.94 2.46 3.01  0.315
N8 -2.06 4.44 -1.96  -0.014
C33 -1.36 3.70 -2.84  0.787
O1 -0.54 2.86 -2.52  -0.561
C34 -1.52 3.97 -4.33  -1.130
I1 -3.20 5.12 -4.98  -0.026
H53 -1.97 4.19 -0.98  -0.324
H54 -2.82 5.02 -2.24  0.185
H55 -1.58 3.01 -4.84  0.445
H56 -0.64 4.49 -4.69  0.549
F1 -3.69 -6.01 -0.90  -0.316
C35 -3.36 -5.32 -2.00  0.521
C36 -2.14 -4.67 -2.10  -1.183
C37 -1.90 -4.02 -3.30  0.588
F2 -0.75 -3.37 -3.48  -0.484
C38 -2.79 -4.02 -4.35  0.228
F3 -2.51 -3.40 -5.50  -0.392
C39 -4.00 -4.68 -4.21  0.808
F4 -4.88 -4.69 -5.21  -0.348
C40 -4.28 -5.34 -3.03  0.127
F5 -5.45 -5.98 -2.90  -0.342
Ge1 -0.86 -4.29 -0.61  1.843
S2 -0.71 -2.25 -0.19  -0.106
C41 0.87 -5.14 -1.18  -1.126
C42 1.13 -5.79 -2.37  0.761
F6 0.15 -6.12 -3.22  -0.324
C43 2.41 -6.17 -2.74  -0.008
F7 2.62 -6.81 -3.90  -0.333
C44 3.47 -5.90 -1.91  0.939
F8 4.71 -6.27 -2.26  -0.346
C45 3.25 -5.26 -0.71  -0.337
F9 4.28 -5.02 0.11  -0.433
C46 1.97 -4.90 -0.36  0.579
F10 1.80 -4.32 0.83  -0.152
C47 -1.48 -5.34 0.98  -0.655
C48 -0.78 -6.35 1.62  0.251
F11 0.32 -6.88 1.09  -0.346
C49 -1.19 -6.88 2.84  0.173
F12 -0.49 -7.86 3.42  -0.343
C50 -2.32 -6.39 3.44  0.739
F13 -2.74 -6.91 4.60  -0.343
C51 -3.05 -5.38 2.83  0.150
F14 -4.15 -4.92 3.43  -0.357
C52 -2.62 -4.88 1.63  0.282
F15 -3.37 -3.92 1.07  -0.389